Here is a molecular structure, C26H30FeN5O4S3 from the OMol25 dataset. Energies are from ωB97M-V/def2-TZVPD.

```
! RIJCOSX wB97M-V def2-TZVPD def2/J DEFGRID3
* xyz -1 1
Fe 0.90264 -0.45498 -1.39819
C -0.76028 -0.90178 1.02650
N -0.94098 -0.85968 -0.42750
C -1.72750 0.34059 -0.81003
C -1.53160 0.64315 -2.28353
N -0.11493 0.96976 -2.50896
C 0.16104 2.36408 -2.08753
C 0.32652 0.86985 -3.89417
C -0.52497 1.15347 -4.94695
C -0.05196 1.14307 -6.25402
C 1.28797 0.86792 -6.48367
C 2.13955 0.58724 -5.42633
C 1.68252 0.56821 -4.10603
S 2.70209 0.14322 -2.75481
C -1.61565 -2.06706 -0.91298
C -2.78230 -2.50319 -0.29650
C -3.44716 -3.63544 -0.73647
C -2.92671 -4.33282 -1.82563
C -1.77903 -3.89139 -2.44962
C -1.08605 -2.74088 -2.01930
S 0.32979 -2.17927 -2.84135
H -1.71255 -0.88562 1.56874
H -0.22584 -1.81497 1.28531
H -0.19033 -0.02631 1.32492
H -2.78945 0.18500 -0.58415
H -1.37370 1.16884 -0.19603
H -1.77983 -0.23097 -2.88660
H -2.18837 1.47259 -2.57739
H -0.39390 3.05236 -2.73442
H -0.11823 2.51518 -1.04881
H 1.23055 2.54233 -2.17653
H -1.56762 1.37672 -4.75458
H -0.72451 1.34519 -7.07824
H 1.67166 0.85488 -7.49738
H 3.17912 0.34461 -5.60927
H -3.18876 -1.95322 0.54544
H -4.35146 -3.96665 -0.24185
H -3.42563 -5.22395 -2.18877
H -1.37813 -4.42786 -3.30097
O 1.91643 -1.79503 -0.28561
C 2.69449 -1.55473 0.62206
C 2.95683 -0.27860 1.23605
C 3.89736 -0.25264 2.26071
C 4.17021 0.91328 2.93207
C 3.49831 2.10666 2.59091
C 2.56753 2.10677 1.59794
C 2.24515 0.92201 0.86123
O 1.37010 0.95967 -0.03864
N 5.13443 0.91238 4.00247
O 5.70049 -0.13622 4.28180
O 5.34570 1.96447 4.59087
H 3.26944 -2.39932 1.03801
H 4.41926 -1.15967 2.53850
H 3.73276 3.00935 3.13672
H 2.03164 3.00801 1.33607
C -3.37274 0.10313 4.03414
N -2.79229 1.41058 3.73613
C -1.48449 1.58320 3.37826
S -1.00761 2.74381 2.28478
N -0.57523 0.78906 3.98796
C -0.73071 0.19252 5.30488
H -4.38427 0.07584 3.63433
H -3.42791 -0.09024 5.10556
H -2.79962 -0.69540 3.56320
H -3.38310 2.03956 3.21762
H 0.36615 0.97223 3.67447
H -1.05025 -0.85033 5.25678
H -1.45379 0.75711 5.89368
H 0.22972 0.23034 5.81469
*
```

E_LUMO = 2.05 eV
calculated total energy = -4041.84039 Eh
relative energy (zero: lowest compared OMol25 entry of this formula, charge and spin) = 0.0 kcal per mole
gap between HOMO and LUMO = 5.75 eV